{"formula": "C44H67Br2Cl2IN2O4", "method": "wB97M-V/def2-TZVPD", "largest_force_ha_per_bohr": 0.021, "smiles": "CCCCC[C@](O[C@](C)(C[C@H](C)O)[C@](I)(CCCCNC(C)=O)NCCO)([C@H](Cl)[C@@H](C)Cl)[C@@H](Br)[C@H](C)Br.c1ccccc1.c1ccccc1.c1ccccc1", "multiplicity": 1, "energy_ev": -231114.893, "homo_energy_ev": -8.880, "total_charge": 0, "homo_lumo_gap_ha": 0.32762, "symbols": ["C", "C", "C", "C", "C", "C", "O", "C", "C", "C", "C", "C", "O", "C", "I", "C", "C", "C", "C", "N", "C", "C", "O", "N", "C", "C", "O", "C", "Cl", "C", "C", "Cl", "C", "Br", "C", "C", "Br", "H", "H", "H", "H", "H", "H", "H", "H", "H", "H", "H", "H", "H", "H", "H", "H", "H", "H", "H", "H", "H", "H", "H", "H", "H", "H", "H", "H", "H", "H", "H", "H", "H", "H", "H", "H", "H", "H", "H", "H", "H", "H", "H", "H", "H", "H", "H", "H", "H", "C", "C", "C", "C", "C", "C", "H", "H", "H", "H", "H", "H", "C", "C", "C", "C", "C", "C", "H", "H", "H", "H", "H", "H", "C", "C", "C", "C", "C", "C", "H", "H", "H", "H", "H", "H"], "xyz": [[2.67, -6.99, -1.37], [1.69, -5.83, -1.64], [0.30, -6.01, -1.02], [-0.83, -5.47, -1.90], [-0.68, -4.01, -2.42], [-1.79, -2.92, -2.29], [-1.81, -2.13, -1.08], [-1.17, -2.32, 0.19], [0.35, -2.49, 0.07], [-1.69, -3.59, 0.95], [-2.83, -3.62, 1.98], [-2.48, -4.48, 3.19], [-3.98, -4.14, 1.30], [-1.44, -0.97, 0.96], [-0.33, 0.63, -0.10], [-0.92, -1.08, 2.43], [0.34, -0.34, 2.86], [0.08, 1.09, 3.34], [1.30, 2.02, 3.40], [2.61, 1.36, 3.35], [3.23, 1.26, 2.13], [3.90, -0.06, 1.83], [3.25, 2.16, 1.34], [-2.81, -0.57, 0.82], [-3.29, 0.62, 1.53], [-3.84, 1.67, 0.56], [-5.25, 1.57, 0.36], [-3.17, -3.67, -2.50], [-3.03, -4.74, -3.94], [-4.59, -3.08, -2.56], [-5.01, -2.18, -1.42], [-5.04, -2.35, -4.13], [-1.54, -1.86, -3.43], [-2.56, -0.22, -3.12], [-0.06, -1.46, -3.66], [0.26, -0.02, -4.00], [0.66, -2.55, -5.15], [3.61, -6.64, -0.94], [2.25, -7.71, -0.68], [2.91, -7.52, -2.29], [1.57, -5.70, -2.71], [2.15, -4.90, -1.28], [0.11, -7.08, -0.88], [0.27, -5.58, -0.02], [-0.86, -6.11, -2.78], [-1.78, -5.66, -1.40], [0.27, -3.61, -2.08], [-0.55, -4.11, -3.49], [0.82, -2.23, 1.02], [0.62, -3.51, -0.16], [0.75, -1.85, -0.72], [-2.01, -4.27, 0.17], [-0.82, -4.07, 1.41], [-3.09, -2.63, 2.35], [-2.49, -5.53, 2.89], [-1.49, -4.25, 3.58], [-3.21, -4.34, 3.99], [-4.55, -4.59, 1.94], [-1.73, -0.77, 3.10], [-0.77, -2.14, 2.63], [1.08, -0.36, 2.06], [0.79, -0.89, 3.70], [-0.40, 1.03, 4.32], [-0.64, 1.57, 2.67], [1.29, 2.72, 2.56], [1.24, 2.63, 4.31], [2.69, 0.54, 3.92], [3.88, -0.77, 2.65], [3.37, -0.49, 0.98], [4.93, 0.12, 1.51], [-3.42, -1.35, 0.99], [-2.51, 1.06, 2.15], [-4.10, 0.35, 2.21], [-3.33, 1.57, -0.40], [-3.68, 2.67, 0.96], [-5.45, 0.67, 0.07], [-3.25, -4.38, -1.67], [-5.23, -3.96, -2.53], [-4.66, -1.16, -1.54], [-6.10, -2.18, -1.37], [-4.64, -2.61, -0.50], [-1.96, -2.24, -4.36], [0.53, -1.74, -2.79], [1.31, 0.05, -4.28], [-0.34, 0.35, -4.83], [0.10, 0.61, -3.12], [4.35, 3.70, 5.16], [4.54, 5.07, 5.03], [5.07, 5.81, 6.08], [5.41, 5.17, 7.27], [5.21, 3.80, 7.41], [4.68, 3.07, 6.35], [3.93, 3.13, 4.35], [4.28, 5.57, 4.11], [5.23, 6.87, 5.98], [5.83, 5.74, 8.09], [5.48, 3.31, 8.33], [4.53, 2.01, 6.46], [-0.99, 6.46, -1.10], [0.18, 7.17, -0.87], [1.34, 6.50, -0.49], [1.33, 5.12, -0.34], [0.16, 4.41, -0.57], [-1.00, 5.08, -0.95], [-1.89, 6.98, -1.41], [0.19, 8.24, -1.00], [2.25, 7.06, -0.32], [2.23, 4.60, -0.05], [0.15, 3.34, -0.47], [-1.91, 4.52, -1.13], [0.26, 5.51, -5.30], [0.71, 5.04, -6.52], [1.74, 4.11, -6.57], [2.32, 3.65, -5.39], [1.87, 4.14, -4.17], [0.84, 5.06, -4.12], [-0.55, 6.23, -5.26], [0.26, 5.39, -7.44], [2.09, 3.73, -7.52], [3.12, 2.93, -5.42], [2.32, 3.79, -3.24], [0.49, 5.44, -3.17]]}

=====

{"formula": "C44H67FGe2N6O9P2Rb", "method": "wB97M-V/def2-TZVPD", "largest_force_ha_per_bohr": 0.068, "multiplicity": 1, "energy_ev": -209069.522, "homo_energy_ev": -5.857, "total_charge": -1, "homo_lumo_gap_ha": 0.28428, "symbols": ["Rb", "O", "C", "C", "C", "N", "C", "C", "C", "O", "O", "C", "O", "O", "H", "H", "H", "C", "C", "Ge", "C", "C", "C", "C", "Ge", "C", "C", "C", "C", "C", "C", "C", "C", "C", "C", "H", "H", "H", "H", "H", "H", "H", "H", "H", "H", "H", "H", "H", "H", "H", "H", "H", "H", "H", "H", "H", "H", "H", "H", "H", "H", "C", "N", "C", "N", "C", "N", "C", "P", "C", "C", "H", "H", "H", "H", "H", "H", "H", "H", "H", "H", "H", "H", "H", "C", "C", "C", "P", "C", "C", "C", "C", "C", "C", "H", "H", "H", "H", "H", "H", "H", "H", "H", "H", "H", "H", "H", "H", "H", "H", "H", "H", "H", "H", "H", "F", "C", "C", "N", "C", "C", "O", "O", "C", "O", "N", "C", "O", "H", "H", "H", "H"], "xyz": [[-0.29, -0.66, -0.50], [-3.45, 2.44, -5.90], [-2.56, 2.02, -4.95], [-2.23, 2.80, -3.85], [-1.33, 2.28, -2.94], [-0.76, 1.08, -3.08], [-1.10, 0.34, -4.14], [-1.99, 0.77, -5.11], [-0.45, -1.04, -4.21], [-0.24, -1.51, -5.34], [-0.20, -1.54, -3.08], [-0.96, 3.07, -1.68], [-1.19, 4.29, -1.70], [-0.45, 2.37, -0.77], [-3.77, 3.31, -5.64], [-2.65, 3.79, -3.68], [-2.22, 0.14, -5.96], [-2.47, -0.34, 3.22], [-3.17, 0.29, 2.00], [-2.65, 2.16, 1.64], [-3.90, 2.79, 0.28], [-3.93, 4.32, 0.14], [-2.88, 3.11, 3.36], [-1.65, 3.48, 3.79], [-0.45, 2.97, 2.26], [0.90, 1.61, 2.71], [1.79, 1.95, 3.91], [0.42, 4.46, 1.34], [0.90, 5.64, 2.21], [-1.35, 4.10, 5.12], [-2.34, 4.24, 6.10], [-2.05, 4.83, 7.33], [-0.76, 5.28, 7.61], [0.23, 5.13, 6.66], [-0.07, 4.55, 5.43], [-2.92, -1.30, 3.50], [-2.55, 0.32, 4.10], [-1.41, -0.51, 3.04], [-4.25, 0.34, 2.15], [-3.01, -0.34, 1.11], [-4.88, 2.41, 0.59], [-3.64, 2.31, -0.67], [-4.05, 4.81, 1.11], [-4.76, 4.65, -0.50], [-3.00, 4.69, -0.30], [-3.78, 3.27, 3.96], [1.50, 1.50, 1.81], [0.39, 0.66, 2.87], [2.34, 2.89, 3.76], [2.54, 1.16, 4.07], [1.22, 2.05, 4.83], [-0.29, 4.80, 0.58], [1.25, 4.00, 0.80], [0.08, 6.09, 2.77], [1.34, 6.42, 1.58], [1.67, 5.34, 2.92], [-3.34, 3.88, 5.91], [-2.84, 4.93, 8.07], [-0.54, 5.73, 8.57], [1.24, 5.46, 6.86], [0.71, 4.43, 4.69], [3.25, 1.80, -4.04], [3.43, 0.51, -3.26], [4.81, 0.50, -2.59], [4.98, 1.67, -1.78], [4.76, 2.88, -2.56], [3.44, 2.93, -3.19], [2.35, 3.08, -2.20], [2.24, 1.69, -0.96], [2.32, 0.35, -2.24], [4.09, 1.63, -0.59], [2.26, 1.78, -4.47], [4.01, 1.78, -4.82], [3.37, -0.29, -3.89], [5.54, 0.48, -3.40], [4.86, -0.41, -2.00], [5.52, 2.94, -3.34], [4.86, 3.74, -1.90], [1.40, 3.15, -2.73], [2.48, 4.03, -1.67], [1.38, 0.31, -2.78], [2.50, -0.59, -1.74], [4.28, 0.70, -0.05], [4.34, 2.46, 0.07], [-3.17, -2.50, -2.34], [-2.35, -3.77, -2.64], [-3.27, -4.98, -2.70], [-0.90, -3.79, -1.47], [-1.34, -4.95, -0.07], [-1.64, -6.43, -0.32], [-2.38, -4.33, 0.86], [0.45, -4.84, -2.25], [0.08, -5.58, -3.53], [1.71, -3.99, -2.49], [-4.01, -2.42, -3.04], [-2.56, -1.60, -2.45], [-3.58, -2.53, -1.33], [-1.87, -3.63, -3.62], [-3.85, -5.08, -1.77], [-2.75, -5.92, -2.87], [-3.99, -4.85, -3.51], [-0.38, -4.92, 0.46], [-2.69, -6.59, -0.59], [-1.44, -7.01, 0.59], [-1.03, -6.86, -1.12], [-3.35, -4.24, 0.35], [-2.09, -3.33, 1.19], [-2.54, -4.96, 1.75], [0.70, -5.56, -1.47], [-0.16, -4.87, -4.33], [-0.76, -6.27, -3.40], [0.94, -6.17, -3.86], [1.50, -3.17, -3.19], [2.51, -4.61, -2.91], [2.09, -3.54, -1.57], [3.01, -6.61, 2.06], [2.41, -5.42, 2.13], [3.03, -4.32, 1.73], [2.42, -3.07, 1.77], [3.13, -1.82, 1.40], [3.95, -1.85, 0.11], [4.87, -2.70, 0.05], [3.65, -0.93, -0.71], [1.12, -2.95, 2.19], [0.51, -1.89, 2.11], [0.54, -4.10, 2.67], [1.06, -5.40, 2.66], [0.40, -6.34, 3.05], [4.04, -4.31, 1.33], [3.79, -1.55, 2.23], [2.38, -1.05, 1.30], [-0.42, -4.01, 2.95]]}

=====

{"formula": "C44H67N6O2PS2", "method": "wB97M-V/def2-TZVPD", "largest_force_ha_per_bohr": 0.039, "smiles": "CC(C)[C@@H](C)CO[C@@](C#N)(c1cccnc1)[C@](C#N)(CCCSC(=S)N(c1ccccc1)c1ccccc1)P(C)O.CCN(CC)CC.CCN(CC)CC", "multiplicity": 1, "energy_ev": -90707.431, "homo_energy_ev": -7.982, "total_charge": 0, "homo_lumo_gap_ha": 0.27708, "symbols": ["C", "C", "C", "C", "C", "C", "O", "C", "C", "N", "C", "C", "C", "C", "N", "C", "C", "C", "N", "C", "C", "C", "S", "C", "S", "N", "C", "C", "C", "C", "C", "C", "C", "C", "C", "C", "C", "C", "P", "C", "O", "H", "H", "H", "H", "H", "H", "H", "H", "H", "H", "H", "H", "H", "H", "H", "H", "H", "H", "H", "H", "H", "H", "H", "H", "H", "H", "H", "H", "H", "H", "H", "H", "H", "H", "H", "H", "H", "C", "C", "N", "C", "C", "C", "C", "H", "H", "H", "H", "H", "H", "H", "H", "H", "H", "H", "H", "H", "H", "H", "C", "C", "N", "C", "C", "C", "C", "H", "H", "H", "H", "H", "H", "H", "H", "H", "H", "H", "H", "H", "H", "H"], "xyz": [[1.55, 3.33, 0.59], [2.86, 2.91, -0.10], [3.92, 4.02, 0.15], [3.43, 1.61, 0.46], [3.63, 1.65, 1.98], [2.61, 0.35, 0.14], [2.17, 0.30, -1.22], [1.12, -0.59, -1.53], [1.21, -0.68, -3.01], [1.28, -0.78, -4.13], [1.33, -2.00, -0.97], [1.08, -2.32, 0.36], [1.28, -3.60, 0.82], [1.73, -4.55, -0.08], [2.01, -4.29, -1.35], [1.81, -3.03, -1.76], [-0.33, -0.04, -1.33], [-0.73, 0.06, 0.06], [-1.02, 0.06, 1.16], [-1.34, -1.01, -2.01], [-2.76, -0.92, -1.44], [-3.77, -1.38, -2.50], [-5.45, -1.80, -1.93], [-6.09, -0.49, -0.90], [-7.61, -0.08, -1.24], [-5.31, 0.04, 0.16], [-5.29, -0.76, 1.37], [-4.85, -2.08, 1.32], [-4.87, -2.87, 2.46], [-5.30, -2.38, 3.68], [-5.70, -1.05, 3.74], [-5.70, -0.27, 2.60], [-5.41, 1.47, 0.37], [-4.27, 2.23, 0.18], [-4.29, 3.61, 0.38], [-5.46, 4.25, 0.76], [-6.60, 3.50, 0.97], [-6.56, 2.12, 0.77], [-0.53, 1.77, -1.98], [-1.92, 1.68, -3.17], [0.72, 2.08, -3.00], [1.73, 3.96, 1.46], [0.98, 3.93, -0.11], [0.92, 2.48, 0.84], [2.74, 2.86, -1.17], [3.76, 4.46, 1.13], [3.83, 4.83, -0.57], [4.93, 3.62, 0.14], [4.41, 1.47, 0.00], [3.49, 0.65, 2.39], [4.62, 2.00, 2.22], [2.92, 2.31, 2.46], [3.31, -0.48, 0.28], [1.83, 0.22, 0.88], [0.74, -1.58, 1.06], [1.07, -3.85, 1.85], [1.86, -5.57, 0.27], [2.06, -2.86, -2.80], [-1.01, -2.04, -1.89], [-1.39, -0.83, -3.08], [-3.05, 0.08, -1.16], [-2.83, -1.58, -0.58], [-3.88, -0.56, -3.20], [-3.39, -2.24, -3.04], [-4.50, -2.54, 0.41], [-4.55, -3.90, 2.38], [-5.31, -3.03, 4.54], [-6.02, -0.64, 4.68], [-6.02, 0.76, 2.70], [-3.32, 1.80, -0.08], [-3.40, 4.19, 0.22], [-5.45, 5.33, 0.88], [-7.52, 3.96, 1.28], [-7.45, 1.54, 0.93], [-1.92, 2.66, -3.64], [-1.81, 0.91, -3.93], [-2.87, 1.58, -2.65], [0.59, 1.61, -3.84], [7.55, 0.34, -7.52], [6.85, -0.23, -6.30], [5.50, 0.28, -6.13], [4.93, -0.05, -4.83], [4.67, -1.53, -4.51], [4.62, 0.13, -7.27], [4.36, -1.29, -7.80], [7.56, 1.43, -7.49], [8.59, -0.01, -7.55], [7.08, 0.03, -8.46], [7.43, 0.04, -5.42], [6.88, -1.33, -6.37], [3.99, 0.50, -4.72], [5.60, 0.36, -4.07], [3.80, -1.91, -5.04], [4.47, -1.63, -3.44], [5.53, -2.16, -4.74], [5.01, 0.73, -8.09], [3.66, 0.59, -7.02], [5.28, -1.87, -7.87], [3.93, -1.23, -8.80], [3.65, -1.84, -7.18], [-2.10, -0.40, 9.00], [-2.23, -0.56, 7.49], [-1.18, 0.12, 6.75], [-1.44, 0.20, 5.33], [-1.50, -1.10, 4.52], [0.18, -0.22, 7.13], [0.61, -1.70, 7.02], [-2.07, 0.65, 9.28], [-2.97, -0.85, 9.49], [-1.22, -0.89, 9.39], [-3.18, -0.13, 7.18], [-2.28, -1.64, 7.25], [-0.70, 0.87, 4.87], [-2.40, 0.72, 5.20], [-0.50, -1.52, 4.35], [-1.93, -0.90, 3.54], [-2.11, -1.86, 5.01], [0.34, 0.10, 8.16], [0.86, 0.39, 6.54], [-0.15, -2.37, 7.42], [1.52, -1.85, 7.60], [0.82, -1.99, 6.00]]}

=====

{"formula": "C44H67N8O3S2", "method": "wB97M-V/def2-TZVPD", "largest_force_ha_per_bohr": 0.023, "multiplicity": 1, "energy_ev": -86438.278, "homo_energy_ev": -9.236, "total_charge": 1, "homo_lumo_gap_ha": 0.17595, "symbols": ["C", "C", "C", "C", "N", "O", "C", "O", "C", "C", "C", "N", "C", "O", "C", "C", "C", "C", "C", "C", "C", "C", "C", "C", "S", "C", "S", "N", "C", "C", "C", "C", "H", "H", "H", "H", "H", "H", "H", "H", "H", "H", "H", "H", "H", "H", "H", "H", "H", "H", "H", "H", "H", "H", "H", "H", "H", "H", "H", "H", "H", "H", "H", "H", "H", "H", "H", "H", "H", "H", "H", "H", "H", "H", "N", "C", "C", "C", "C", "H", "H", "H", "H", "H", "N", "C", "C", "C", "C", "H", "H", "H", "H", "H", "N", "C", "C", "C", "C", "H", "H", "H", "H", "H", "N", "C", "C", "C", "C", "H", "H", "H", "H", "H", "N", "C", "C", "C", "C", "H", "H", "H", "H", "H"], "xyz": [[-1.41, 3.58, 3.13], [-0.55, 2.78, 2.15], [0.00, 3.64, 1.02], [1.14, 2.99, 0.23], [0.87, 1.58, -0.08], [1.22, 1.29, -1.44], [0.27, 1.68, -2.30], [0.49, 2.39, -3.24], [-1.17, 1.27, -2.08], [-2.05, 2.36, -2.02], [-3.39, 2.14, -1.89], [-3.83, 0.87, -1.83], [-3.02, -0.19, -1.89], [-3.62, -1.38, -1.84], [-3.91, -1.83, -0.47], [-5.15, -2.72, -0.48], [-4.85, -3.99, 0.34], [-6.35, -1.94, 0.10], [-7.67, -2.61, -0.27], [-6.28, -1.77, 1.63], [-1.64, -0.04, -2.03], [-0.79, -1.28, -2.15], [0.27, -1.48, -1.05], [1.70, -1.65, -1.58], [2.13, -3.38, -1.88], [2.00, -4.17, -0.26], [0.66, -5.02, 0.06], [3.08, -4.18, 0.64], [3.61, -2.85, 0.97], [2.66, -2.15, 1.94], [4.11, -5.19, 0.26], [4.01, -6.42, 1.18], [-2.07, 2.90, 3.67], [-2.05, 4.29, 2.61], [-0.79, 4.08, 3.86], [-1.18, 1.99, 1.73], [0.27, 2.26, 2.66], [0.42, 4.55, 1.45], [-0.79, 3.97, 0.34], [1.32, 3.56, -0.69], [2.06, 3.05, 0.80], [-0.09, 1.32, 0.11], [-1.67, 3.37, -2.10], [-4.12, 2.94, -1.87], [-4.83, 0.69, -1.75], [-3.03, -2.35, -0.09], [-4.08, -0.97, 0.18], [-5.40, -2.99, -1.50], [-4.26, -3.75, 1.22], [-5.77, -4.45, 0.69], [-4.33, -4.71, -0.28], [-6.40, -0.93, -0.33], [-7.81, -2.66, -1.35], [-8.48, -2.00, 0.14], [-7.77, -3.59, 0.19], [-6.72, -2.63, 2.14], [-5.27, -1.64, 2.01], [-6.86, -0.90, 1.92], [-0.36, -1.31, -3.16], [-1.47, -2.12, -2.11], [0.02, -2.39, -0.51], [0.23, -0.68, -0.31], [1.82, -1.17, -2.55], [2.40, -1.14, -0.93], [3.83, -2.24, 0.09], [4.55, -2.99, 1.48], [3.19, -1.46, 2.59], [1.83, -1.65, 1.44], [2.23, -2.92, 2.58], [4.02, -5.47, -0.79], [5.09, -4.74, 0.39], [4.92, -6.56, 1.76], [3.76, -7.32, 0.64], [3.20, -6.24, 1.89], [8.01, -3.94, 1.03], [7.69, -2.90, 0.21], [8.08, -1.73, 0.82], [8.67, -2.09, 2.06], [8.62, -3.46, 2.16], [7.84, -4.90, 0.84], [7.20, -3.07, -0.74], [7.97, -0.74, 0.42], [9.09, -1.42, 2.80], [8.95, -4.13, 2.94], [0.64, 5.25, -3.78], [0.20, 5.80, -2.61], [-0.07, 7.13, -2.83], [0.23, 7.39, -4.19], [0.68, 6.22, -4.75], [0.90, 4.29, -3.90], [0.11, 5.20, -1.71], [-0.44, 7.83, -2.10], [0.14, 8.33, -4.70], [0.99, 5.98, -5.75], [-4.12, 7.45, 0.40], [-3.36, 6.80, -0.54], [-3.50, 7.47, -1.73], [-4.38, 8.56, -1.49], [-4.74, 8.52, -0.17], [-4.20, 7.19, 1.37], [-2.77, 5.94, -0.28], [-3.02, 7.21, -2.66], [-4.71, 9.29, -2.21], [-5.39, 9.16, 0.40], [-9.10, 2.20, -0.71], [-7.96, 1.75, -1.32], [-8.30, 0.68, -2.11], [-9.70, 0.48, -1.97], [-10.16, 1.43, -1.10], [-9.15, 2.97, -0.08], [-7.01, 2.24, -1.14], [-7.62, 0.11, -2.72], [-10.29, -0.28, -2.45], [-11.15, 1.63, -0.73], [11.76, -4.61, 3.48], [12.75, -5.49, 3.12], [13.14, -6.16, 4.25], [12.36, -5.67, 5.33], [11.52, -4.71, 4.82], [11.29, -3.99, 2.85], [13.08, -5.56, 2.10], [13.91, -6.92, 4.29], [12.41, -5.97, 6.36], [10.77, -4.10, 5.30]]}